(1)
Entry from the OMol25 dataset: a single C4H6ClFS molecule at a distorted geometry (wB97M-V/def2-TZVPD).

Computed properties:
HOMO-LUMO gap: 9.83 eV
energy: -30319.4134 eV
strongest force on any atom: 1.83 eV/A
E_HOMO: -9.12 eV
LUMO energy: 0.714 eV
SMILES string: C=C(SC)[C@@H](F)Cl

The geometry in ORCA input format:
```
! wB97M-V def2-TZVPD RIJCOSX def2/J DEFGRID3
* xyz 0 1
C -1.23342 0.06199 1.69584
C 0.06898 0.04163 -0.65469
C -0.16839 -1.04536 -1.39112
C 1.43767 0.58629 -0.55099
H -1.62405 -0.93649 1.61541
H -1.91890 0.53797 2.42170
H -0.28729 0.09017 2.22607
H 0.66215 -1.51803 -1.97790
H -1.22055 -1.42794 -1.59311
H 1.71861 0.57165 0.49212
F 2.26474 -0.19025 -1.32531
S -1.23578 0.92201 0.07171
Cl 1.53623 2.30636 -1.02974
*
```


(2)
Entry from the OMol25 dataset: a molecular structure, C13H10CdNO3S (wB97M-V/def2-TZVPD).

Computed properties:
HOMO-LUMO gap: 7.30 eV
energy: -36666.7104 eV
strongest force on any atom: 0.58 eV/A
E_HOMO: -12.55 eV
LUMO energy: -5.244 eV

The geometry in ORCA input format:
```
! wB97M-V def2-TZVPD RIJCOSX def2/J DEFGRID3
* xyz 1 1
Cd 0.73252 1.41696 -0.47531
C 1.56095 2.57972 -2.35233
C 2.10230 1.33157 -2.72001
C 1.27851 0.35761 -3.28863
C -0.07675 0.60894 -3.47674
C -0.63232 1.82037 -3.07460
C 0.17784 2.81262 -2.51213
H 2.20441 3.36119 -1.96399
H 3.15963 1.14393 -2.58316
H 1.70483 -0.58991 -3.58967
H -0.70612 -0.14380 -3.93223
H -1.68913 2.00834 -3.20885
H -0.24473 3.76596 -2.21987
O -1.44392 -0.15799 5.04518
S -0.24362 -0.53450 4.37435
O 0.79865 -1.23431 5.05011
N 0.39416 0.79191 3.60363
C 0.33742 0.65845 2.33653
O 0.78064 1.59816 1.53228
C -0.27270 -0.61047 1.81316
C -0.49405 -1.07192 0.52943
C -1.09056 -2.31129 0.32776
C -1.46554 -3.08459 1.42009
C -1.25132 -2.63596 2.71929
C -0.65663 -1.40296 2.87907
H -0.22760 -0.52170 -0.38942
H -1.26473 -2.67597 -0.67498
H -1.93049 -4.04744 1.25820
H -1.54167 -3.23295 3.57284
*
```


(3)
Entry from the OMol25 dataset: 7 unconnected molecules or ions with the total composition H16NO6 at a distorted geometry (wB97M-V/def2-TZVPD).

Computed properties:
HOMO-LUMO gap: 10.63 eV
energy: -14029.3226 eV
strongest force on any atom: 1.15 eV/A
E_HOMO: -13.83 eV
LUMO energy: -3.194 eV

The geometry in ORCA input format:
```
! wB97M-V def2-TZVPD RIJCOSX def2/J DEFGRID3
* xyz 1 1
N 0.29470 -0.17548 0.70760
H -0.44132 -0.24275 0.01923
H 0.93638 -0.90152 0.42264
H 0.04898 -0.30036 1.67927
H 0.68295 0.75629 0.67366
O -1.53185 -1.71596 -2.95634
H -1.27199 -1.17218 -2.21270
H -1.26875 -2.60242 -2.70897
O -0.42551 0.62150 3.22562
H 0.01297 1.22538 3.82504
H -1.34274 0.63578 3.49897
O -0.07162 1.37087 -2.17906
H 0.73030 1.66491 -1.74697
H -0.68690 2.09461 -2.06129
O -2.24975 -0.63203 -0.58163
H -2.95317 -0.87068 -1.18535
H -2.33350 -1.25305 0.14194
O 2.30377 -1.95802 -0.15232
H 2.36732 -2.75522 -0.67831
H 3.16420 -1.54682 -0.23486
O 1.08419 2.34362 0.67379
H 1.70075 2.92226 0.22515
H 1.25059 2.49118 1.60480
*
```